The following is a quantum chemistry calculation of a cluster of 6 separate species, C32H53ClNO16 in total in a non-equilibrium geometry, from OMol25.

```
103
C32H53ClNO16 ωB97M-V with the def2-TZVPD basis set
C 1.2794 -0.5301 3.6912
C -0.0341 -1.2637 3.3522
C -0.1846 -1.7011 1.8803
Cl -0.9517 -3.3423 1.8317
C -0.9721 -0.7394 0.9841
C -2.4236 -0.5360 1.4948
C -2.9485 0.9008 1.3595
C -4.5075 0.8590 1.2954
C -2.5892 1.7605 2.5910
N -2.4717 1.4943 0.0814
O -2.9789 0.8474 -0.9202
C -0.9929 1.6477 -0.0098
C -0.6024 3.0920 0.4327
C -0.5429 1.5142 -1.4796
C -0.2214 0.5960 0.8196
H 1.2197 0.5413 3.5109
H 1.4680 -0.6553 4.7611
H 2.1341 -0.9452 3.1662
H -0.8641 -0.6380 3.6844
H -0.0476 -2.1706 3.9559
H 0.8099 -1.8241 1.4637
H -1.0180 -1.1875 -0.0113
H -2.5512 -0.8501 2.5323
H -3.0670 -1.1882 0.9072
H -4.9298 1.1871 2.2439
H -4.8870 1.5502 0.5434
H -4.8888 -0.1345 1.0769
H -1.5520 1.5873 2.8880
H -2.7806 2.8166 2.4149
H -3.2000 1.4177 3.4227
H -1.4084 3.5351 1.0101
H -0.4709 3.6996 -0.4631
H 0.3371 3.0813 0.9838
H -0.9428 2.3049 -2.1097
H -0.7294 0.5183 -1.8747
H 0.5463 1.6292 -1.4509
H 0.0491 1.0418 1.7766
H 0.7214 0.4119 0.3070
C 2.7040 -2.6000 -3.4193
C 3.1518 -1.4678 -2.5377
C 4.5048 -1.6561 -1.8970
O 4.3757 -0.8844 -0.6843
C 3.0696 -0.8853 -0.3555
O 2.6293 -0.5224 0.6958
O 2.3120 -1.3572 -1.3635
H 1.6679 -2.4626 -3.7299
H 3.3253 -2.6675 -4.3117
H 2.7510 -3.5400 -2.8731
H 3.1053 -0.5149 -3.0747
H 5.3243 -1.2786 -2.5034
H 4.6970 -2.6959 -1.6250
C -3.6364 3.0051 7.9210
C -4.5679 3.0350 6.7351
C -6.0354 2.8955 7.0655
O -6.5575 2.2958 5.8723
C -5.5511 1.5949 5.2946
O -5.6871 0.8303 4.3959
O -4.3671 1.8891 5.8877
H -2.5989 2.9649 7.5904
H -3.7726 3.8938 8.5370
H -3.8172 2.1203 8.5330
H -4.3870 3.9291 6.1316
H -6.5279 3.8449 7.2612
H -6.2128 2.2145 7.9013
C -2.0387 -1.0297 -6.4578
C -0.5900 -0.6157 -6.3840
C -0.0568 0.0854 -7.6088
O 1.3369 -0.2476 -7.5653
C 1.4511 -1.4271 -6.9165
O 2.4446 -2.0797 -6.8663
O 0.2779 -1.7653 -6.3263
H -2.3030 -1.6495 -5.6015
H -2.6858 -0.1530 -6.4664
H -2.2288 -1.6184 -7.3569
H -0.4099 -0.0167 -5.4876
H -0.1922 1.1634 -7.5761
H -0.4713 -0.3086 -8.5409
C 3.6096 -5.9279 3.1844
C 2.8085 -5.5250 1.9717
C 1.9993 -6.6313 1.3387
O 1.9338 -6.2095 -0.0302
C 3.0247 -5.4504 -0.2753
O 3.3579 -5.0797 -1.3562
O 3.6717 -5.1553 0.8762
H 4.2709 -5.1180 3.4911
H 2.9475 -6.1716 4.0148
H 4.2358 -6.7943 2.9657
H 2.1759 -4.6626 2.2008
H 0.9996 -6.7290 1.7547
H 2.5079 -7.5979 1.3788
C 4.1663 4.7750 -2.9163
C 2.9268 4.6006 -3.7578
C 1.6710 4.2703 -2.9869
O 0.9087 3.5371 -3.9583
C 1.7915 2.9558 -4.8078
O 1.5053 2.1294 -5.6125
O 3.0371 3.4478 -4.6128
H 5.0481 4.8660 -3.5499
H 4.0863 5.6690 -2.2982
H 4.3191 3.9108 -2.2681
H 2.7752 5.4750 -4.3972
H 1.1237 5.1502 -2.6564
H 1.8586 3.6189 -2.1295
```

## Properties
ΔE to the lowest compared entry with this formula, charge and spin = 0.000 eV
⟨S²⟩ = 0.754
2S+1 = 2
Gap between HOMO and LUMO (alpha / beta) = 0.316 / 0.351 hartree
E = -2969.9538 a.u.